One molecule with the formula C4H8O2. Source: OMol25; level of theory: ωB97M-V/def2-TZVPD.

Last column: natural (NBO) charge in e.
Geometry (Å):
C  -1.79267  -0.04845  0.45597  -0.63
C  -0.26270  0.02271  0.48686  0.06
C  0.41365  -1.00037  -0.41291  -0.09
O  1.66551  -0.44569  -0.75840  -0.53
C  1.61298  0.92138  -0.41509  0.23
O  0.26517  1.22763  -0.13265  -0.53
H  -2.19750  -0.90550  1.01791  0.22
H  -2.22736  0.84730  0.90023  0.23
H  -2.17477  -0.13399  -0.56585  0.21
H  0.08464  -0.02271  1.53166  0.17
H  0.57018  -2.00126  -0.00998  0.19
H  -0.21659  -1.05916  -1.30307  0.16
H  2.26035  1.08676  0.46388  0.13
H  1.99913  1.51135  -1.25856  0.17

Calculated values
SMILES string: C[C@H]1COCO1
ΔE to the lowest compared entry with this formula, charge and spin (kJ/mol): 134.0
Largest force on an atom (eV Å⁻¹): 0.5
Charge: 0
HOMO energy (eV): -9.75
LUMO level (eV): 1.101
2S+1: 1
M (g/mol): 88.11